Record 1
{
  "formula": "C14H15AuBN7OS",
  "method": "ωB97M-V/def2-TZVPD",
  "spin_multiplicity": 1,
  "homo_ev": -8.2,
  "lumo_ev": -1.3,
  "elements": ["Au", "N", "C", "S", "N", "N", "C", "C", "C", "C", "C", "C", "C", "O", "H", "H", "H", "H", "H", "H", "H", "B", "N", "C", "C", "C", "N", "N", "C", "C", "C", "N", "H", "H", "H", "H", "H", "H", "H", "H"],
  "coordinates": [[0.00787, 0.04476, 0.22639], [1.27412, 2.94062, 3.15001], [0.68457, 1.98363, 2.39117], [1.51522, 1.60663, 0.88806], [-0.40642, 1.44414, 2.80854], [-0.92945, 0.48700, 1.95149], [-1.99863, -0.10781, 2.34217], [-2.74879, -1.11796, 1.65601], [-3.92204, -1.57264, 2.29659], [-4.72804, -2.52530, 1.73616], [-4.36721, -3.05624, 0.48753], [-3.23365, -2.63817, -0.15991], [-2.38622, -1.66052, 0.40438], [-1.32052, -1.34800, -0.29104], [2.16798, 3.31447, 2.89625], [0.89629, 3.13245, 4.06011], [-2.36322, 0.22105, 3.31123], [-4.17701, -1.14393, 3.25908], [-5.62231, -2.86109, 2.24145], [-4.99381, -3.80796, 0.02390], [-2.94432, -3.04050, -1.12152], [1.64148, -0.57108, -3.21050], [0.48930, 0.47519, -3.03234], [0.02382, 1.17652, -4.07353], [-0.97480, 2.02599, -3.63610], [-1.05715, 1.77038, -2.27108], [-0.17454, 0.83235, -1.92312], [2.02639, -1.37076, -1.91017], [2.96022, -2.32687, -1.95219], [3.11308, -2.87558, -0.69201], [2.20586, -2.17468, 0.09130], [1.55538, -1.27900, -0.65568], [2.63104, 0.02297, -3.57657], [1.28117, -1.37743, -4.03639], [0.43541, 1.02376, -5.05738], [-1.55237, 2.72135, -4.21902], [-1.70484, 2.20508, -1.52645], [3.45442, -2.55554, -2.88169], [3.78052, -3.66324, -0.39093], [1.98159, -2.26825, 1.14134]],
  "mulliken_charge": [1.08, -0.41, 0.73, -0.48, -1.09, 0.44, 0.03, 0.52, -0.73, -0.79, -0.30, -0.67, 0.47, -0.69, 0.18, 0.23, 0.43, 0.34, 0.40, 0.37, 0.45, 0.06, -0.24, -0.30, -0.81, -0.36, 0.28, -0.07, -0.27, -0.82, -0.29, 0.09, -0.12, -0.11, 0.41, 0.38, 0.43, 0.41, 0.39, 0.42]
}

Record 2
{
  "formula": "C29H20Cl2KN5O5",
  "method": "ωB97M-V/def2-TZVPD",
  "spin_multiplicity": 1,
  "homo_ev": -1.6,
  "lumo_ev": 4.2,
  "charge": -2,
  "elements": ["K", "Cl", "C", "C", "C", "N", "C", "O", "C", "C", "C", "C", "C", "N", "C", "C", "C", "Cl", "N", "C", "O", "C", "C", "C", "C", "C", "N", "H", "H", "H", "H", "H", "H", "H", "H", "H", "H", "O", "C", "O", "C", "C", "C", "C", "C", "C", "C", "C", "C", "N", "H", "H", "H", "H", "H", "H", "C", "O", "H", "H", "H", "H"],
  "coordinates": [[-0.07829, -0.13405, -0.11413], [6.83891, -1.58895, -1.76129], [5.50383, -0.81286, -0.93102], [4.25925, -0.78401, -1.55062], [3.14326, -0.18633, -0.96343], [1.95750, -0.05580, -1.68707], [1.29582, -1.08853, -2.16895], [0.37898, -1.05441, -3.02088], [1.54396, -2.45389, -1.52256], [1.87140, -3.56984, -2.28726], [2.09953, -4.77334, -1.64961], [1.95797, -4.84253, -0.26861], [1.58908, -3.69273, 0.40796], [1.39747, -2.51815, -0.19455], [3.28908, 0.37534, 0.35161], [4.56657, 0.38018, 0.92877], [5.65828, -0.21437, 0.30245], [7.21360, -0.18776, 1.11648], [2.12545, 0.81274, 0.98060], [2.12790, 1.36325, 2.18071], [3.06388, 1.70280, 2.94284], [0.71341, 1.58734, 2.73808], [0.55581, 1.76358, 4.11173], [-0.71334, 1.97897, 4.61910], [-1.79471, 2.03126, 3.74679], [-1.55008, 1.83512, 2.39729], [-0.33119, 1.61053, 1.90385], [4.15474, -1.20738, -2.54222], [1.94206, -3.46740, -3.36275], [2.38055, -5.65246, -2.21889], [2.11839, -5.76742, 0.27072], [1.43234, -3.70808, 1.48166], [4.68446, 0.82859, 1.90298], [1.43753, 1.73706, 4.73578], [-0.86204, 2.10927, 5.68551], [-2.80339, 2.20424, 4.10081], [-2.35766, 1.83833, 1.66943], [-4.20301, -0.59652, -1.24092], [-3.09646, -0.19631, -0.85626], [-2.32880, -0.69691, 0.01323], [-2.60423, 1.12290, -1.50616], [-3.34545, 1.66925, -2.58946], [-2.95178, 2.85233, -3.12838], [-1.80516, 3.51527, -2.61866], [-1.31769, 4.74275, -3.12739], [-0.18330, 5.30203, -2.60892], [0.52104, 4.65559, -1.56422], [0.06965, 3.47422, -1.04905], [-1.11493, 2.88850, -1.56321], [-1.54435, 1.71313, -1.01635], [-4.20573, 1.11720, -2.93918], [-3.49588, 3.29915, -3.95500], [-1.85119, 5.22323, -3.94132], [0.19059, 6.23741, -3.00837], [1.43484, 5.09373, -1.18186], [0.60199, 2.93896, -0.26738], [-1.90559, -1.77117, 3.00314], [-2.05789, -2.66782, 1.92356], [-1.70250, -2.35743, 3.90159], [-2.80638, -1.17151, 3.18019], [-1.06860, -1.07752, 2.85932], [-2.22574, -2.11903, 1.12617]],
  "mulliken_charge": [1.02, -0.28, -0.06, -0.11, 0.43, -0.58, -0.24, -0.77, 0.99, -0.90, -0.34, -0.62, -0.38, 0.18, -0.60, -1.09, 0.32, -0.28, 0.69, -0.13, -0.88, 0.25, -0.57, -0.38, -0.76, -0.23, 0.35, 0.48, 0.43, 0.38, 0.38, 0.35, 0.63, 0.48, 0.38, 0.40, 0.18, -0.82, 0.07, -0.63, 0.43, -0.74, -0.85, 1.02, -0.81, -0.42, -0.70, 0.04, -0.44, 0.35, 0.52, 0.35, 0.34, 0.35, 0.43, 0.23, -0.32, -0.59, 0.34, 0.19, -0.01, 0.56]
}

Record 3
{
  "formula": "C15H29AlClN4O4",
  "method": "ωB97M-V/def2-TZVPD",
  "spin_multiplicity": 1,
  "homo_ev": -4.8,
  "lumo_ev": 1.9,
  "charge": -1,
  "elements": ["C", "C", "O", "C", "Al", "Cl", "C", "O", "C", "O", "C", "C", "O", "H", "H", "H", "H", "H", "H", "H", "H", "H", "H", "H", "H", "H", "H", "H", "H", "H", "C", "C", "N", "H", "H", "H", "C", "C", "N", "H", "H", "H", "C", "C", "N", "H", "H", "H", "C", "C", "N", "H", "H", "H"],
  "coordinates": [[-5.41794, 4.33980, 3.50273], [-4.75741, 3.31146, 2.58879], [-3.53867, 3.82333, 2.12445], [-3.23843, 3.53503, 0.73571], [-2.23839, 1.77108, 0.62633], [-2.57933, 0.73408, -1.32967], [-0.22610, 2.00931, 0.80162], [0.58907, 0.79602, 0.86268], [0.10720, -0.08880, 1.80808], [1.21524, -0.88094, 2.21571], [0.77935, -2.01257, 2.93716], [1.91909, -2.55632, 3.79319], [2.67556, -1.54050, 4.43209], [-4.67860, 4.69624, 4.22234], [-6.25285, 3.89969, 4.05255], [-5.77193, 5.19584, 2.92661], [-4.60701, 2.37757, 3.14486], [-5.43278, 3.08157, 1.75616], [-2.67405, 4.39401, 0.36144], [-4.16381, 3.46637, 0.14849], [-2.83800, 0.81586, 1.78233], [0.17357, 2.55296, -0.05862], [0.00967, 2.61817, 1.69093], [-0.28120, 0.44978, 2.68754], [-0.67311, -0.73983, 1.39309], [0.39670, -2.77916, 2.25530], [-0.05614, -1.73127, 3.59817], [1.46759, -3.21844, 4.54203], [2.60852, -3.14097, 3.18374], [2.06411, -0.83404, 4.66876], [-0.30808, -2.08967, -2.26941], [-0.69149, -2.53137, -0.93512], [-0.97592, -2.91702, 0.10777], [0.13905, -2.92716, -2.80456], [-1.18433, -1.73819, -2.81033], [0.40797, -1.27306, -2.19637], [3.57096, -3.75625, -3.05182], [3.01326, -3.38230, -4.34631], [2.56621, -3.08767, -5.36113], [2.93514, -4.50265, -2.57944], [4.56927, -4.16815, -3.18494], [3.62698, -2.87983, -2.40871], [3.38586, 1.80885, 2.64516], [3.37415, 3.17093, 3.16806], [3.38745, 4.24073, 3.58546], [2.38503, 1.49844, 2.34194], [4.03972, 1.75625, 1.77688], [3.75236, 1.12388, 3.40828], [1.26608, -1.97799, -8.28528], [1.18469, -2.38446, -9.68476], [1.12222, -2.70266, -10.78610], [1.22871, -0.89242, -8.21541], [0.43343, -2.39919, -7.72655], [2.19134, -2.33434, -7.84189]],
  "mulliken_charge": [-1.23, -0.18, -0.37, -0.56, 0.26, -0.45, -0.59, -0.44, -0.65, -0.25, -0.51, -0.54, -0.51, 0.29, 0.37, 0.28, 0.27, 0.30, 0.28, 0.32, -0.29, 0.40, 0.32, 0.31, 0.45, 0.34, 0.38, 0.31, 0.31, 0.31, -0.80, 0.53, -0.51, 0.30, 0.29, 0.21, -0.87, 0.35, -0.34, 0.28, 0.32, 0.27, -0.14, 0.30, -0.42, -0.18, 0.27, 0.21, -0.68, 0.32, -0.37, 0.27, 0.24, 0.24]
}

Record 4
{
  "formula": "C14H15Br2IrN2Se4",
  "method": "ωB97M-V/def2-TZVPD",
  "spin_multiplicity": 2,
  "homo_ev": [-10.8, -10.4],
  "lumo_ev": [-6.1, -6.1],
  "charge": 1,
  "elements": ["Ir", "Se", "Se", "Se", "Se", "Br", "C", "C", "C", "N", "C", "C", "C", "C", "C", "Br", "C", "C", "N", "H", "H", "H", "H", "H", "H", "C", "C", "C", "C", "H", "H", "H", "H", "H", "H", "H", "H", "H"],
  "coordinates": [[-0.49758, 0.59108, 0.80897], [-2.06854, 1.40547, 2.68732], [-0.94999, 3.21475, 3.19949], [2.24494, 2.99400, 2.07836], [1.87019, 1.69385, 0.36901], [2.62879, -3.87151, -3.15520], [1.63278, -2.67673, -2.11372], [0.91879, -1.64160, -2.69035], [0.19585, -0.81052, -1.86115], [0.16195, -0.93389, -0.53026], [0.86422, -1.94315, 0.03468], [1.60010, -2.82507, -0.73677], [0.82736, -2.05004, 1.50442], [1.33549, -3.14133, 2.19017], [1.24827, -3.17282, 3.57262], [1.91415, -4.65034, 4.51503], [0.66606, -2.10522, 4.23406], [0.19584, -1.05368, 3.47246], [0.26255, -1.01839, 2.14048], [0.92067, -1.48120, -3.75811], [-0.38701, -0.00873, -2.28084], [2.16293, -3.62264, -0.27865], [1.78594, -3.97886, 1.68096], [0.56612, -2.08578, 5.30906], [-0.26238, -0.20113, 3.95369], [-0.23659, 2.52748, -2.49310], [-1.54419, 2.05463, -1.86114], [-2.67878, 2.98782, -2.29849], [-1.47313, 2.04226, -0.33199], [-0.28960, 2.49469, -3.58262], [0.61684, 1.93161, -2.16510], [-0.05283, 3.56252, -2.19837], [-1.80601, 1.05174, -2.21813], [-2.47111, 4.01030, -1.97682], [-3.63552, 2.68521, -1.87186], [-2.77503, 2.98365, -3.38554], [-2.50549, 2.06997, 0.03405], [-0.98605, 2.97161, 0.00338]],
  "mulliken_charge": [0.67, -0.26, -0.02, -0.04, 0.04, -0.10, -0.16, -0.96, -0.15, -0.13, 0.34, -0.54, 1.08, -0.68, -0.10, -0.10, -0.79, 0.06, 0.16, 0.47, 0.36, 0.39, 0.42, 0.45, 0.31, -1.40, 0.78, -1.71, -1.07, 0.37, 0.25, 0.38, 0.42, 0.35, 0.42, 0.43, 0.65, 0.42]
}

Record 5
{
  "formula": "C3H5NO",
  "method": "ωB97M-V/def2-TZVPD",
  "spin_multiplicity": 1,
  "smiles": "OCC1=NC1",
  "homo_ev": -10.0,
  "lumo_ev": 0.8,
  "elements": ["O", "C", "C", "N", "C", "H", "H", "H", "H", "H"],
  "coordinates": [[-1.08393, 1.30483, -0.30829], [-1.08510, -0.06166, -0.56772], [0.22816, -0.84532, -0.06666], [0.94659, -1.84156, 0.16344], [1.50856, -0.43021, 0.39464], [-1.06716, 1.28710, 0.62211], [-2.01826, -0.40817, -0.10944], [-1.06740, -0.02091, -1.58082], [2.25094, -0.19129, -0.28393], [1.71977, -0.08871, 1.49471]],
  "mulliken_charge": [-0.48, -0.42, 0.44, -0.49, -0.34, 0.30, 0.32, 0.27, 0.22, 0.18]
}

Record 6
{
  "formula": "C4H11NO",
  "method": "ωB97M-V/def2-TZVPD",
  "spin_multiplicity": 1,
  "smiles": "C=CO.CNC",
  "homo_ev": -8.3,
  "lumo_ev": 0.9,
  "elements": ["C", "C", "O", "H", "H", "H", "H", "C", "N", "C", "H", "H", "H", "H", "H", "H", "H"],
  "coordinates": [[2.26406, -0.91238, 2.65336], [1.03806, -0.59897, 2.25723], [0.80984, 0.00770, 1.07443], [2.38441, -1.50962, 3.54603], [3.07803, -0.86155, 1.92945], [0.06890, -0.73340, 2.76570], [0.30241, 0.12971, 0.23195], [-1.66497, 1.05900, -0.49058], [-0.35738, 0.72839, -1.25865], [-0.57893, -0.33288, -2.25002], [-2.46812, 0.55889, -1.06030], [-1.56653, 2.12712, -0.64349], [-1.51110, 0.69384, 0.53288], [0.01498, 1.52932, -1.74543], [0.29112, -0.57747, -2.87664], [-0.69856, -1.31752, -1.76643], [-1.40623, 0.00982, -2.89947]],
  "mulliken_charge": [-0.77, 0.07, -0.56, 0.27, 0.24, 0.30, 0.55, -0.66, -0.52, -0.93, 0.26, 0.34, 0.21, 0.24, 0.32, 0.26, 0.38]
}

Record 7
{
  "formula": "C6H10O",
  "method": "ωB97M-V/def2-TZVPD",
  "spin_multiplicity": 1,
  "smiles": "C=CCCC(C)=O",
  "homo_ev": -9.4,
  "lumo_ev": 1.0,
  "elements": ["C", "C", "C", "C", "C", "C", "O", "H", "H", "H", "H", "H", "H", "H", "H", "H", "H"],
  "coordinates": [[-0.76345, 1.18864, 1.65209], [0.52257, 0.92835, 1.44220], [1.02930, -0.47955, 1.21049], [0.31519, -1.05885, -0.02205], [0.24409, -0.02380, -1.14016], [-0.82989, -0.17301, -2.19128], [1.04937, 0.88059, -1.20606], [-1.48210, 0.38008, 1.78311], [-1.15732, 2.19958, 1.64234], [1.22461, 1.74158, 1.27443], [0.82780, -1.11116, 2.08437], [2.11135, -0.48421, 1.05196], [0.83697, -1.93853, -0.42542], [-0.69357, -1.40009, 0.24186], [-0.52079, -0.96198, -2.88630], [-0.91335, 0.76712, -2.74039], [-1.80078, -0.45478, -1.77120]],
  "mulliken_charge": [-0.70, -0.15, -0.54, -0.82, 0.92, -1.22, -0.56, 0.21, 0.28, 0.28, 0.33, 0.29, 0.42, 0.29, 0.30, 0.34, 0.33]
}

Record 8
{
  "formula": "C5H5N",
  "method": "ωB97M-V/def2-TZVPD",
  "spin_multiplicity": 1,
  "smiles": "C=C1C=CN=C1",
  "homo_ev": -9.2,
  "lumo_ev": -0.3,
  "elements": ["C", "C", "C", "C", "N", "C", "H", "H", "H", "H", "H"],
  "coordinates": [[1.77299, 0.27688, 0.01225], [0.47964, 0.02285, -0.04204], [-0.38013, -1.14518, -0.02249], [-1.63465, -0.65551, 0.01297], [-1.66363, 0.74973, 0.02304], [-0.43746, 1.13674, -0.02460], [2.52504, -0.50023, 0.06456], [2.13859, 1.28968, 0.00447], [-0.05986, -2.16678, -0.03955], [-2.56854, -1.18663, 0.03725], [-0.17199, 2.17846, -0.02586]],
  "mulliken_charge": [-0.77, 1.15, -0.81, -0.16, -0.58, -0.51, 0.27, 0.26, 0.37, 0.41, 0.38]
}